# 1
The following is a quantum chemistry calculation of a molecular structure, C22H43As2Cl3CoGeSb, from OMol25.

Element x y z (Å)
Sb -1.1612 2.4516 0.5822
As 0.4876 -3.9226 0.4900
As 1.9031 -2.3986 -1.8204
Ge 3.9558 1.4344 0.7510
Co 0.4893 -1.6703 -0.1568
Cl 2.9230 2.7315 -0.7942
Cl 1.1284 0.2131 0.6457
Cl 3.3300 2.5670 2.5052
C 2.0287 -6.2571 -0.3203
C -0.3091 4.2723 -0.4182
C 2.4136 -4.2179 -1.5476
C 2.9977 -6.8850 -1.0925
C -1.1557 -4.9147 0.4917
C -2.3447 4.0708 2.7965
C -2.5797 -0.2000 0.1473
C 3.6740 -6.1821 -2.0842
C 1.7420 -4.9168 -0.5533
C 0.7538 4.8421 0.5052
C -0.3735 2.6607 3.4771
C 1.1710 -2.3612 -3.5974
C 0.2300 3.8966 -1.7879
C -1.8611 0.8133 -2.0207
C -2.6503 1.5881 3.1632
C 1.1703 -3.9379 2.2930
C 3.5130 -1.3517 -1.8157
C -3.6336 1.9955 -0.6182
C -2.3907 1.0906 -0.6263
C -1.6939 2.6885 2.7417
C 3.3843 -4.8440 -2.3202
C -1.5728 5.1300 -0.4945
H 2.1110 -3.3925 2.3083
H 4.4294 -6.6801 -2.6776
H 0.2263 -2.9006 -3.6075
H 0.6464 4.8122 -2.2210
H 0.4576 -3.4775 2.9733
H 1.5129 -6.8176 0.4499
H -3.9881 2.2627 0.3856
H 3.9156 -4.3118 -3.0998
H 0.3707 5.1084 1.4904
H 1.1114 5.7667 0.0389
H -4.4493 1.4218 -1.0763
H -1.9380 -4.3562 1.0002
H -1.6838 1.7111 -2.6091
H -0.5461 3.5488 -2.4684
H 4.1431 -1.6602 -2.6484
H -1.2520 6.0641 -0.9757
H -3.5107 2.8947 -1.2222
H 1.0335 -1.3409 -3.9476
H -0.9933 -5.8542 1.0186
H 0.2997 3.4672 3.1876
H -1.6622 4.8779 2.5357
H -1.4391 -5.1204 -0.5377
H 1.0407 3.1699 -1.7386
H 1.3412 -4.9723 2.5873
H -2.6157 4.2176 3.8491
H -1.6502 -0.7471 0.0255
H -2.6220 0.2247 -2.5446
H -3.2714 4.1511 2.2243
H -2.3519 4.7196 -1.1368
H 4.0253 -1.5463 -0.8747
H 3.2291 -7.9274 -0.9187
H -2.8306 -0.0392 1.1905
H -2.8622 1.7658 4.2232
H -0.9426 0.2239 -1.9970
H 1.6135 4.1824 0.6141
H -3.3618 -0.8161 -0.3086
H -1.9846 5.4133 0.4721
H 3.2760 -0.2923 -1.8968
H 1.8796 -2.8699 -4.2499
H 0.1446 1.7109 3.3933
H -2.2044 0.5983 3.0917
H -3.6048 1.6221 2.6379
H -0.6124 2.8014 4.5382

Output
- HOMO level (spin up / spin down) (eV) = -17.0 / -17.0
- spin multiplicity = 2
- lowest unoccupied orbital energy (spin up / spin down) (eV) = -10.800 / -10.821
- relative energy (zero: lowest compared OMol25 entry of this formula, charge and spin) (kJ/mol) = 0.0
- charge = +3
- frontier orbital gap (spin up / spin down) (eV) = 6.23 / 6.20
- expectation value of S² = 0.93
- energy (hartree) = -10415.15936
- maximum force (eV/Å) = 1.55

Mulliken analysis output, partial charges in e: 1.2305 0.6787 0.8772 0.5282 -0.1171 -0.3388 -0.1142 -0.3056 -0.6466 1.0569 0.3170 -0.7507 -1.1363 -1.6895 -1.0482 -0.7516 0.3017 -1.2969 -1.4155 -1.2037 -1.3018 -1.6383 -1.8112 -1.1774 -1.0504 -1.5043 1.4046 1.4034 -0.6872 -1.4390 0.4064 0.4363 0.3909 0.4821 0.3974 0.4039 0.4363 0.4132 0.3350 0.4740 0.5125 0.4316 0.3266 0.3476 0.4615 0.5259 0.4174 0.4203 0.4317 0.3158 0.4131 0.3786 0.0940 0.4385 0.5403 -0.2525 0.4680 0.4191 0.3724 0.3483 0.4321 0.2563 0.5519 0.2514 0.2039 0.5203 0.3585 0.3243 0.4688 0.3563 0.4291 0.3764 0.5110

# 2
The following is a quantum chemistry calculation of a molecular structure, C22H43As2O2SV, from OMol25.

Element x y z (Å)
As 0.1363 -0.8229 1.5771
As 1.7313 2.5486 0.5922
V 0.2623 0.8123 -0.4911
S 1.8011 -1.0554 -2.1937
O 0.8620 1.6993 -1.7793
O 0.4533 -1.0540 -1.4872
C 0.9659 4.2978 0.2388
C -0.6834 1.1446 3.5679
C 2.4371 2.8656 2.4051
C -0.9038 -2.3628 0.9505
C -3.7078 0.6850 0.2190
C -0.0236 -4.0631 -2.4943
C -4.2118 3.1205 1.4385
C -4.9858 0.9903 0.6594
C 1.5140 -0.5275 -3.9028
C 1.2910 -3.7252 -3.1922
C 0.0978 -0.7707 -4.4432
C 3.4268 2.7008 -0.3427
C 2.2142 -2.8023 -2.4051
C -1.3426 -3.3467 2.0258
C -2.9374 2.8197 0.9909
C -5.2470 2.2063 1.2773
C 1.5768 -1.7980 2.5036
C 2.7175 -0.8704 2.9158
C -1.3072 1.2356 -0.0155
C -0.9921 -0.2609 3.0723
C -0.8433 0.4133 -4.2602
C -2.6485 1.5891 0.3783
H 1.7455 0.5384 -3.8885
H -0.6583 1.8428 2.7289
H -0.4370 1.3055 -4.7402
H -1.8146 0.1982 -4.7081
H -2.0123 -0.3033 2.6815
H 2.3771 -0.1181 3.6303
H 0.1692 -4.5527 -1.5372
H 1.8510 -4.6496 -3.3613
H -2.1368 3.5397 1.1027
H 2.3382 -3.1468 -1.3752
H -0.9126 -0.9953 3.8760
H 0.6840 4.3112 -0.8119
H -1.9305 -4.1580 1.5918
H 3.5383 -1.4204 3.3801
H 3.9437 1.7410 -0.3160
H -1.4469 1.4849 4.2698
H 0.2776 1.1799 4.0822
H -1.7593 -1.9391 0.4201
H -0.9847 0.6532 -3.2095
H 3.2181 2.1385 2.6251
H 3.2102 -2.7704 -2.8548
H 1.6480 2.7793 3.1463
H 3.1166 -0.3445 2.0444
H 4.0553 3.4641 0.1104
H 0.1957 -0.9939 -5.5097
H 2.8666 3.8665 2.4538
H 3.1993 2.9480 -1.3789
H 2.2832 -1.0429 -4.4823
H -4.4036 4.0770 1.9095
H -6.2446 2.4402 1.6257
H 1.6835 5.0877 0.4621
H 1.9349 -2.5549 1.7998
H -0.4863 -3.7958 2.5314
H -0.3387 -1.6532 -3.9814
H -0.6170 -4.7468 -3.1013
H 1.1666 -2.3250 3.3665
H -5.7848 0.2718 0.5219
H -0.2832 -2.8451 0.1948
H -3.5128 -0.2677 -0.2619
H -0.6130 -3.1705 -2.2937
H -1.9613 -2.8635 2.7831
H 0.0766 4.4274 0.8511
H 1.1057 -3.3063 -4.1821

Output
- HOMO level (spin up / spin down) (eV) = -6.1 / -6.1
- lowest unoccupied orbital energy (spin up / spin down) (eV) = 0.299 / 0.299
- relative energy (zero: lowest compared OMol25 entry of this formula, charge and spin) (kJ/mol) = 41.6
- charge = 0
- frontier orbital gap (spin up / spin down) (eV) = 6.42 / 6.41
- energy (hartree) = -6828.17124
- maximum force (eV/Å) = 0.75

Mulliken analysis output, partial charges in e: 0.7060 1.0317 0.0765 0.5223 -1.0035 -0.6724 -1.1743 -0.9131 -1.1716 0.1730 -0.3376 -0.9413 -0.7844 -0.6949 -0.9343 -0.4376 -0.1236 -1.2431 -0.8290 -1.3676 0.0750 -0.4012 -0.8938 -0.9360 -0.0536 -0.9266 -1.2147 0.5618 0.4373 -0.0715 0.3588 0.4268 0.4658 0.2089 0.3641 0.4287 0.3337 0.3847 0.6031 0.3132 0.4483 0.4562 0.3054 0.4166 0.3171 0.1504 -0.0192 0.3322 0.5458 0.2541 0.1078 0.4272 0.4100 0.4637 0.3136 0.5943 0.4039 0.3856 0.4503 0.4066 0.3054 0.0181 0.4007 0.4866 0.3893 -0.2827 0.3401 0.0564 0.2935 0.2509 0.2259

# 3
The following is a quantum chemistry calculation of 9 unconnected molecules or ions with the total composition C22H43Cl16FNO, from OMol25.

Element x y z (Å)
Cl 5.0964 -2.7847 -3.8622
Cl -5.8127 -2.9695 -4.3416
Cl 2.3764 1.9628 0.6126
Cl 4.2257 2.8029 -4.4129
Cl 2.8381 0.7396 -6.7305
Cl 2.6279 -3.2830 -1.5805
Cl 4.6901 -0.0887 4.1797
Cl -5.0983 7.2178 2.6525
Cl -3.6928 -0.4551 -0.0735
Cl -4.2827 5.8627 5.6714
Cl -1.5923 -2.6186 -1.6738
Cl 1.3992 -0.4172 4.9715
Cl 4.2714 -0.2857 -1.0549
Cl -4.9877 -4.2414 -1.2930
Cl -2.4410 -3.2346 3.5473
Cl -5.2596 -1.4268 4.0975
F -1.1484 1.5681 1.4007
O -2.0913 3.4801 1.0817
N -0.7215 2.3817 -1.5625
C -4.2475 -2.2227 5.3295
C 5.1417 -3.8856 -2.4602
C 4.5741 0.9189 -6.3639
C -1.7425 -2.3697 0.0878
C 1.0114 3.6206 -2.5026
C -0.5631 3.6159 -2.3519
C 2.8448 0.3351 1.1794
C 4.8151 1.1907 -4.9005
C -4.9273 -5.0912 -2.8599
C -2.0015 2.0861 -0.8434
C -2.7863 -2.1976 4.9577
C -0.0410 1.3216 -2.3613
C -4.2768 5.0409 4.0919
C 4.2249 -0.0447 0.7112
C 3.9351 0.2372 5.7618
C -3.1563 -2.0570 0.5116
C 1.3358 2.0551 -2.6370
C -1.7823 2.4775 0.6407
C -3.8724 5.9650 2.9689
C -4.5436 -4.1690 -3.9912
C 2.7934 -0.7068 6.0479
C 3.7910 -4.4959 -2.1728
H -2.4508 -1.1886 4.7254
H -4.6103 -3.2402 5.4606
H -1.4115 -3.2899 0.5675
H 4.7129 0.1158 6.5149
H -3.7573 5.3955 2.0475
H -0.8919 3.5000 -3.3995
H -1.0569 -1.5714 0.3701
H 3.3673 -4.9660 -3.0579
H 2.4423 -0.5607 7.0687
H -4.3941 -4.7484 -4.9019
H -2.9287 6.4634 3.1827
H -0.0088 0.4177 -1.7416
H 1.3289 3.9766 -1.5057
H -4.3983 -1.6824 6.2636
H 4.9610 0.7140 0.9710
H 1.9025 1.7569 -1.7490
H -4.1848 -5.8827 -2.7622
H -3.6233 -3.6314 -3.7716
H -0.0466 2.5366 -0.7960
H 1.3305 4.2558 -3.3331
H -5.8977 -5.5529 -3.0296
H -0.5154 1.2352 -3.3494
H 2.0955 -0.3730 0.8294
H -2.1852 -2.5755 5.7839
H 5.0577 -0.0148 -6.6490
H 3.8852 -5.2535 -1.3955
H 2.8120 0.3547 2.2673
H 4.3285 0.4478 -4.2701
H -3.8655 -2.7992 0.1470
H 5.8838 1.1682 -4.6897
H -5.2670 4.6207 3.9259
H 1.7978 1.8835 -3.6226
H 5.5182 -3.3271 -1.6053
H 4.9713 1.7155 -6.9899
H -1.0299 4.5130 -1.9263
H -2.8544 2.6857 -1.1822
H 3.0958 -1.7459 5.9351
H -2.2534 1.0079 -0.8202
H 4.5253 -0.9842 1.1741
H -3.2120 -2.0348 1.6005
H -3.5637 4.2195 4.1652
H 3.6099 1.2754 5.7728
H 5.8574 -4.6721 -2.6979

Output
- HOMO level (eV) = -12.1
- lowest unoccupied orbital energy (eV) = -2.149
- charge = +1
- frontier orbital gap (eV) = 10.00
- energy (hartree) = -8456.78035
- maximum force (eV/Å) = 4.66

Mulliken analysis output, partial charges in e: -0.1487 -0.1842 -0.1991 -0.1848 -0.1910 -0.0899 -0.1638 -0.1830 -0.2270 -0.1857 -0.1864 -0.1415 -0.0702 -0.1965 -0.1801 -0.1753 -0.1679 -0.4074 0.2879 -0.3830 -0.4667 -0.3922 -0.4382 -0.7593 -0.5713 0.2560 -0.3390 -0.4913 0.0136 -0.4805 -0.5564 -0.3895 -0.6810 -0.5017 1.0431 0.4486 0.5306 -0.2045 -0.2361 -0.4923 -0.5390 0.2514 0.3193 0.4372 0.3546 0.0376 0.3431 0.1274 0.3370 0.3290 0.3243 0.3474 0.2701 0.2899 0.3142 0.3750 -0.4786 0.2919 0.1116 -0.0336 0.4128 0.3715 0.3143 0.0985 0.3581 0.3085 0.2979 -0.0838 0.0962 -0.3149 0.3886 0.3609 0.3126 0.2562 0.3380 0.4193 0.3881 0.3172 -0.2761 0.3554 -0.3526 0.2267 0.3147 0.3681

Look up the maximum force of the first one. 1.55 eV/Å

charge of number 3 (C22H43Cl16FNO)? +1

Number 2 is which compound? C22H43As2O2SV